Density functional theory data (ωB97M-V/def2-TZVPD) for a cluster of 21 separate species, C55H81N21O7S2 in total.

The calculation puts the LUMO energy at -1.35 eV. The HOMO energy is -8.9 eV.

ORCA input file:
```
! wB97M-V def2-TZVPD RIJCOSX def2/J DEFGRID3
* xyz 0 1
C 2.52525 3.54025 2.95991
C 3.77064 4.16276 2.16563
C 4.81682 3.08863 1.60680
C 4.15815 1.83003 0.87863
N 3.90665 2.05129 -0.61018
C 2.75505 1.16345 -0.89731
C 1.37789 1.51630 -0.91572
S 0.82640 3.27202 -0.60462
C -0.34641 3.58119 -2.05226
C -1.81766 3.18028 -1.47901
O -2.66064 2.54969 -2.17072
O -2.05408 3.55443 -0.12483
C -3.18949 4.49805 -0.04001
C -4.21581 3.81098 1.03264
C -5.69085 4.07355 0.45985
O -3.91921 2.39409 0.99214
C -4.33845 1.71414 2.15041
O -4.44136 2.19148 3.30148
C -4.65910 0.13854 1.95282
S -5.58474 0.02561 0.32456
C 0.50714 0.22178 -1.22064
O -0.71561 0.04702 -1.29713
O 1.45524 -0.83534 -1.36655
C 2.79696 -0.40244 -1.21958
O 3.80624 -1.11914 -1.28708
H 2.78154 2.64068 3.61974
H 1.63806 3.24914 2.29069
H 2.13274 4.36477 3.66573
H 3.36110 4.86461 1.36911
H 4.34769 4.81080 2.92762
H 5.56044 3.64662 0.93891
H 5.42011 2.67966 2.49703
H 4.91470 0.95918 0.93345
H 3.16080 1.49090 1.31740
H 3.66041 3.03317 -0.80523
H -0.08620 2.81567 -2.87489
H -0.28626 4.66486 -2.39025
H -3.66892 4.58209 -1.07359
H -2.77999 5.49471 0.32662
H -3.99863 4.32292 2.02516
H -5.92762 5.19181 0.56894
H -5.66049 3.81813 -0.66468
H -6.40867 3.40733 1.04207
H -5.29786 -0.18272 2.83776
H -3.69413 -0.47513 1.90048
H -5.55262 -1.31953 -0.03545
C 2.95574 8.38584 2.87012
C 2.54215 7.52593 1.71724
N 2.21656 6.84791 0.80925
H 2.72667 9.43068 2.65469
H 2.42030 8.08207 3.77165
H 4.02895 8.28422 3.04205
C 6.11888 -3.21000 0.46859
C 6.53195 -2.26316 1.55378
N 6.87041 -1.49708 2.40132
H 5.35896 -2.74473 -0.16193
H 6.98274 -3.46816 -0.14570
H 5.70828 -4.12184 0.90565
C 2.91639 -4.32242 -2.29062
C 3.69231 -5.52627 -1.85173
N 4.30398 -6.47193 -1.50665
H 2.11690 -4.11533 -1.57758
H 3.57698 -3.45562 -2.34565
H 2.47857 -4.50037 -3.27433
C 1.76163 -0.81970 -4.82671
C 1.39808 0.60193 -4.52497
N 1.09697 1.72036 -4.28747
H 2.21393 -0.88422 -5.81748
H 2.47354 -1.18562 -4.08488
H 0.86699 -1.44479 -4.80150
C 5.46149 -4.02469 4.27696
C 5.32173 -5.26236 5.10903
N 5.21186 -6.23474 5.76583
H 6.51362 -3.75526 4.17236
H 5.03642 -4.19033 3.28597
H 4.92853 -3.20042 4.75890
C -5.11347 -2.89401 -3.40749
C -4.89590 -3.10790 -1.94121
N -4.72461 -3.27567 -0.78635
H -4.84867 -1.87039 -3.67618
H -4.49158 -3.58489 -3.97919
H -6.16371 -3.07020 -3.64906
C -8.58818 -5.39435 -2.38980
C -8.59816 -4.11621 -3.17070
N -8.61136 -3.10059 -3.79251
H -9.58813 -5.83024 -2.37738
H -7.89736 -6.10241 -2.85012
H -8.27115 -5.19733 -1.36422
C 4.19943 -8.97254 4.56470
C 3.74174 -9.84442 3.43609
N 3.37951 -10.53331 2.54425
H 4.00586 -7.92660 4.32760
H 3.66297 -9.23547 5.47733
H 5.26933 -9.10806 4.72876
C -8.09360 -5.44060 -6.75386
C -7.90715 -6.57949 -5.79648
N -7.75824 -7.48630 -5.04234
H -7.51051 -5.61611 -7.65590
H -9.14705 -5.35048 -7.02232
H -7.76323 -4.50924 -6.29205
C 10.10872 -1.16004 2.78628
C 11.24637 -0.55325 3.54988
N 12.14048 -0.07631 4.15029
H 9.16287 -0.74452 3.13557
H 10.21994 -0.94603 1.72230
H 10.09811 -2.24114 2.93276
C 2.35374 5.96834 -4.69486
C 2.56618 5.77986 -3.22367
N 2.73336 5.63041 -2.06582
H 2.63836 6.98116 -4.98401
H 2.96225 5.25424 -5.25156
H 1.30281 5.80923 -4.94137
C -6.48510 5.70628 4.61441
C -6.87436 5.83224 3.17361
N -7.17925 5.93135 2.03988
H -6.07117 6.65085 4.97058
H -7.36038 5.45202 5.21388
H -5.73461 4.92183 4.72833
C -0.87948 9.87858 0.23811
C 0.23407 10.50311 1.02067
N 1.10978 10.99410 1.63564
H -1.83912 10.26242 0.58755
H -0.76564 10.11397 -0.82104
H -0.86003 8.79511 0.36684
C 4.41563 -1.73937 7.79238
C 4.03329 -1.65100 6.34702
N 3.73308 -1.58145 5.20945
H 4.85268 -0.79450 8.11864
H 3.53268 -1.95161 8.39692
H 5.14555 -2.53805 7.93463
C 5.68527 7.15026 -1.37754
C 5.89507 6.95969 0.09343
N 6.06003 6.81030 1.25045
H 5.97104 8.16334 -1.66535
H 6.29440 6.43713 -1.93533
H 4.63422 6.99195 -1.62654
C -8.52507 -5.25378 -11.03894
C -8.03720 -4.40399 -9.90579
N -7.65359 -3.73578 -9.01455
H -9.12878 -4.65239 -11.72010
H -7.67565 -5.66646 -11.58518
H -9.13302 -6.07355 -10.65285
C -2.15937 -0.05028 -4.37391
C -2.47795 -1.26486 -5.19161
N -2.72859 -2.22120 -5.83360
H -2.77257 -0.03768 -3.47130
H -1.11118 -0.05502 -4.08579
H -2.36253 0.85068 -4.95461
C -3.08579 -6.54054 -0.24845
C -3.16474 -7.81958 0.52812
N -3.22678 -8.82554 1.13789
H -2.04579 -6.22204 -0.33321
H -3.49560 -6.68785 -1.24877
H -3.65643 -5.76095 0.25877
C -0.38459 -10.47859 2.12045
C 0.06263 -9.51587 3.17580
N 0.41340 -8.75414 4.01032
H -1.14342 -10.01171 1.49033
H 0.46558 -10.76907 1.50085
H -0.80743 -11.36965 2.58664
C -0.98025 4.29080 6.05072
C -0.08312 5.37848 5.54453
N 0.62026 6.24436 5.15053
H -2.02352 4.56287 5.88434
H -0.76675 3.35929 5.52425
H -0.81646 4.14227 7.11911
*
```

Here are the Löwdin charges for atoms 1 to 99, given in e:
1 C -0.13
2 C -0.26
3 C -0.18
4 C -0.19
5 N 0.01
6 C -0.15
7 C -0.30
8 S 0.91
9 C -0.30
10 C -0.42
11 O 0.06
12 O -0.13
13 C -0.07
14 C -0.28
15 C -0.06
16 O -0.06
17 C -0.44
18 O 0.04
19 C -0.39
20 S 0.67
21 C -0.33
22 O 0.12
23 O 0.06
24 C -0.29
25 O 0.09
26 H 0.08
27 H 0.05
28 H 0.05
29 H 0.05
30 H 0.11
31 H 0.11
32 H 0.12
33 H 0.12
34 H 0.11
35 H 0.08
36 H 0.04
37 H 0.09
38 H 0.13
39 H 0.13
40 H 0.15
41 H 0.05
42 H 0.10
43 H 0.09
44 H 0.09
45 H 0.10
46 H -0.18
47 C -0.06
48 C -0.24
49 N 0.12
50 H 0.04
51 H 0.06
52 H 0.07
53 C -0.05
54 C -0.22
55 N 0.13
56 H 0.05
57 H 0.09
58 H 0.07
59 C -0.07
60 C -0.26
61 N 0.11
62 H 0.08
63 H 0.05
64 H 0.08
65 C -0.03
66 C -0.21
67 N 0.16
68 H 0.09
69 H 0.07
70 H 0.08
71 C -0.08
72 C -0.22
73 N 0.12
74 H 0.07
75 H 0.07
76 H 0.01
77 C -0.05
78 C -0.22
79 N 0.11
80 H 0.07
81 H 0.07
82 H 0.03
83 C -0.06
84 C -0.24
85 N 0.12
86 H 0.08
87 H 0.05
88 H 0.08
89 C -0.10
90 C -0.26
91 N 0.10
92 H 0.04
93 H 0.08
94 H 0.07
95 C -0.10
96 C -0.24
97 N 0.11
98 H 0.04
99 H 0.08